This record from the OMol25 dataset describes C42H33Cl3N8O2STl as an isolated structure. The level of theory is the ωB97M-V functional and the def2-TZVPD basis.

Summary:
relative energy (zero: lowest compared OMol25 entry of this formula, charge and spin)	0.0000	eV
total charge	-1
Kohn-Sham gap	0.2215	Ha
DFT total energy	-4160.12979	hartree

```
90
C42H33Cl3N8O2STl, DFT the ωB97M-V functional and the def2-TZVPD basis
Tl 0.34398 -0.45015 -0.21512
C 2.74057 4.15160 2.61758
C 2.60018 2.80918 2.94423
C 1.57649 2.04962 2.39386
C 0.67940 2.61438 1.48672
C 0.83212 3.96543 1.15781
C 1.84591 4.72540 1.72204
N -0.30252 1.84848 0.83956
C -1.56954 2.00680 1.11421
C -2.06199 2.71567 2.28386
C -3.38535 2.78069 2.57448
C -4.36949 2.18076 1.72854
C -3.96012 1.53509 0.60208
C -2.58398 1.44369 0.25136
N -2.12985 0.90935 -0.92131
N -2.96279 0.43215 -1.73408
C -2.35617 -0.15542 -2.85778
C -3.23669 -0.75259 -3.77074
C -2.73395 -1.35860 -4.90009
C -1.35987 -1.36407 -5.10700
C -0.57011 -0.73428 -4.15833
N -1.03761 -0.13550 -3.06569
H 3.55252 4.73478 3.03415
H 3.30956 2.33850 3.61433
H 1.49202 0.99465 2.61548
H 0.14794 4.40250 0.43962
H 1.95015 5.76871 1.44385
H -1.33167 3.17235 2.93890
H -3.70883 3.30488 3.46812
H -5.42177 2.26484 1.97188
H -4.67169 1.09592 -0.08514
H -4.29607 -0.71455 -3.55975
H -3.40082 -1.82646 -5.61512
H -0.91553 -1.83278 -5.97490
H 0.50938 -0.71133 -4.27977
O 2.41715 -0.86347 1.22806
C 3.56372 -0.33089 1.41688
C 4.28488 -0.58491 2.62599
C 5.50295 -0.01424 2.90916
C 6.11004 0.86594 2.00577
C 5.45021 1.12698 0.81974
C 4.21671 0.55395 0.49626
C 3.62996 0.86805 -0.80993
N 2.36258 0.98370 -1.14470
C 2.32180 1.32140 -2.47746
C 3.58531 1.42410 -2.96774
N 4.40747 1.12016 -1.90375
H 3.80879 -1.25733 3.33153
H 5.99462 -0.24146 3.84963
H 7.05468 1.34298 2.23354
H 5.88885 1.84591 0.13238
H 1.37799 1.48012 -2.97665
H 3.96805 1.65650 -3.94588
H 5.40972 1.07668 -1.91383
Cl -3.81680 -7.19653 0.76080
C -4.03450 -5.87373 1.86612
C -2.95117 -5.12185 2.27129
C -3.15652 -4.05962 3.13991
C -4.42301 -3.70157 3.60494
C -4.66860 -2.52993 4.55648
C -3.47810 -1.63055 4.99011
N -2.32096 -1.41278 4.13265
C -1.03128 -1.65918 4.55824
C -0.22503 -1.43268 3.48533
N -0.98552 -1.04936 2.40940
C -2.22561 -1.03077 2.82913
O -5.80096 -1.75328 4.21666
C -5.73624 -0.80885 3.15595
C -5.95404 -1.38982 1.78455
C -7.15419 -1.34354 1.14259
Cl -8.63482 -0.71414 1.75254
S -7.12413 -2.06750 -0.40921
C -5.46125 -2.43891 -0.24027
C -4.97150 -2.02271 0.95193
C -5.47744 -4.54123 3.22785
Cl -7.08673 -4.37210 3.86426
C -5.29698 -5.60215 2.35563
H -1.95770 -5.34351 1.90606
H -2.28583 -3.49375 3.42965
H -4.99138 -2.99003 5.49394
H -3.06522 -2.06686 5.89778
H -3.92067 -0.67519 5.27217
H -0.82224 -1.96316 5.57065
H 0.84765 -1.52985 3.39386
H -3.06551 -0.74954 2.21520
H -4.81731 -0.22179 3.18662
H -6.54755 -0.11782 3.37068
H -4.93213 -2.92289 -1.04669
H -3.93664 -2.16354 1.23244
H -6.14313 -6.21226 2.07286
```

These are the Mulliken partial charges, in e, on atoms 1 to 6: 0.93, -0.55, -0.55, 0.18, -1.02, 0.23

This record from the OMol25 dataset describes C42H33F6FeN10OPSSi as an isolated structure. The level of theory is the ωB97M-V functional and the def2-TZVPD basis.

Summary:
spin multiplicity	6
total charge	+1
Kohn-Sham gap (alpha / beta)	0.1676 / 0.2824	Ha
DFT total energy	-5135.22440	hartree

```
96
C42H33F6FeN10OPSSi, DFT the ωB97M-V functional and the def2-TZVPD basis
Fe 0.29623 -1.12035 -0.37047
N 0.34468 2.48076 -2.92589
C -0.95600 2.76632 -2.57927
C -1.27769 1.87011 -1.60980
N -0.20226 1.05148 -1.35519
C 0.75104 1.44365 -2.16497
C 2.02705 0.77052 -2.17244
N 2.22869 -0.24837 -1.37936
C 3.52551 -0.65289 -1.59170
C 4.09650 0.13421 -2.54109
N 3.12813 1.03693 -2.90398
H 0.88573 2.97435 -3.61301
H -1.52134 3.55602 -3.04415
H -2.20643 1.77837 -1.06987
H 3.97029 -1.45937 -1.03306
H 5.08338 0.13455 -2.97140
H 3.25413 1.78478 -3.56214
S -1.11612 -7.12861 -5.12114
N -1.90875 -5.73444 -4.98158
C -1.22454 -4.99576 -4.13293
C -1.57269 -3.65463 -3.70535
C -2.67459 -2.95851 -4.20172
C -2.90642 -1.68114 -3.75028
C -2.03958 -1.14767 -2.80184
N -1.00113 -1.80504 -2.30476
C -0.75306 -3.04097 -2.75524
C 0.43707 -3.71173 -2.23358
N 1.16560 -3.04061 -1.33160
C 2.29707 -3.58167 -0.90115
C 2.75658 -4.82913 -1.31820
C 1.99781 -5.54068 -2.21096
C 0.81381 -4.97438 -2.68594
C -0.05714 -5.63919 -3.63631
N 0.11480 -6.85069 -4.12268
H -3.31347 -3.43067 -4.93770
H -3.73574 -1.09226 -4.11845
H -2.18588 -0.14021 -2.43251
H 2.86313 -3.01047 -0.18434
H 3.68205 -5.22115 -0.92054
H 2.29351 -6.52254 -2.56020
F 1.58108 -0.59325 1.47874
P 1.53331 -1.87665 2.60137
F 0.34268 -2.44657 1.57421
F 0.42512 -1.06607 3.40672
F 1.36784 -3.12958 3.53625
F 2.70216 -1.21070 3.42879
F 2.61250 -2.63693 1.67740
C -2.79984 5.35557 0.89151
C -1.55285 5.93331 1.09008
C -0.45479 5.13544 1.38808
C -0.57205 3.74141 1.47958
C -1.83588 3.18283 1.27016
C -2.93968 3.97799 0.98493
Si 0.91130 2.69255 1.95124
C 0.89521 2.12800 3.69728
C -0.31112 2.23671 4.40666
C -0.39515 1.82572 5.72786
C 0.72511 1.30979 6.36940
C 1.92760 1.21021 5.68380
C 2.01547 1.61828 4.36234
C 2.34537 2.90917 0.82293
C 2.24242 3.79958 -0.26000
C 3.32353 4.02556 -1.10027
C 4.52681 3.36062 -0.89200
C 4.63730 2.45604 0.15823
C 3.56201 2.22799 1.00380
H -3.65852 5.97694 0.66803
H -1.43971 7.00941 1.02587
H 0.50693 5.60689 1.56397
H -1.95985 2.10913 1.33191
H -3.91354 3.52021 0.84214
H -1.18299 2.66929 3.92394
H -1.33152 1.92661 6.26434
H 0.66586 1.00731 7.40795
H 2.80153 0.80899 6.18272
H 2.96344 1.53041 3.84659
H 1.31345 4.33319 -0.42914
H 3.23597 4.74254 -1.91160
H 5.37402 3.54068 -1.54447
H 5.57232 1.93238 0.32384
H 3.66008 1.50714 1.80815
N -5.43619 -2.82161 -0.60895
C -5.34791 -2.33290 0.65727
O -6.26095 -2.41587 1.45062
C -4.05890 -1.65728 1.04822
C -3.97147 -1.14955 2.34179
C -2.81775 -0.50277 2.73703
C -1.77167 -0.40537 1.83826
N -1.83503 -0.90200 0.59585
C -2.96715 -1.50728 0.21722
H -6.29014 -3.28216 -0.87330
H -4.67760 -2.81397 -1.26403
H -4.81690 -1.28289 3.00346
H -2.71251 -0.08686 3.73057
H -0.84615 0.08288 2.11778
H -2.97255 -1.87945 -0.79834
```

These are the Mulliken partial charges, in e, on atoms 1 to 6: 2.83, 0.21, -1.48, -0.95, 1.42, -0.57